14
Properties=species:S:1:pos:R:3:forces:R:3:mulliken_charge:R:1 method="wB97M-V/def2-TZVPD" e_tot_ev=-7359.22461 e_homo_ev=-8.43 de_lowest_kj_mol=292.4 orbital_gap_ev=9.4
O -1.347 0.388 1.161 -0.126 0.623 -0.103 -0.132
C 1.740 0.322 0.458 0.248 -0.095 0.012 -1.335
C 0.410 0.514 -0.276 0.057 0.150 0.101 0.436
C -0.356 1.188 0.877 0.086 -0.336 0.121 -0.496
C -1.712 -0.368 -0.034 -0.231 -0.087 -0.328 -0.437
C -0.384 -0.763 -0.647 -0.047 0.064 0.082 -0.660
H -2.163 0.406 -0.658 -0.317 -0.356 -0.238 0.277
H 2.495 -0.181 -0.150 -0.065 -0.021 -0.025 0.356
H -0.485 -0.917 -1.725 0.093 0.106 0.178 0.288
H -2.467 -1.108 0.222 0.259 -0.169 0.076 0.362
H 2.107 1.302 0.774 0.095 -0.220 -0.095 0.379
H 0.043 -1.679 -0.218 -0.124 0.244 0.077 0.282
H 0.554 1.157 -1.153 -0.082 0.086 0.300 0.335
H 1.566 -0.262 1.370 0.154 0.011 -0.158 0.346